<one>
Molecular formula: C7H13NO2S
Method: DFT, ωB97M-V with the def2-TZVPD basis set

Kohn-Sham gap ... 10.27 eV

Atoms and positions in Å:
S  1.16332  3.62971  -0.37044
O  2.06529  3.83534  -1.73279
O  1.69883  2.38529  0.16825
N  -0.27067  3.16857  -1.16280
C  -0.68153  -0.72306  1.03153
C  0.02705  0.47095  1.71885
C  -1.61583  -0.08001  0.08946
C  -2.31540  0.18866  -0.84217
C  0.03224  -4.13441  -0.01639
C  -0.25419  -2.86533  -0.14103
C  0.44950  -1.69050  0.45870
H  1.16254  -1.94510  1.27888
H  -1.26177  -1.28439  1.75110
H  -0.64437  3.99494  -1.63718
H  -0.77238  -4.81121  -0.47437
H  0.55941  1.01492  0.94595
H  0.77251  -4.64338  0.68081
H  1.11110  -1.04496  -0.35427
H  -0.26941  2.29430  -1.69813
H  2.70966  3.09225  -1.65009
H  -0.66163  1.13672  2.18678
H  -1.09161  -2.56356  -0.78759
H  -2.81761  0.34625  -1.81364
H  0.90495  0.22798  2.37060

Löwdin population analysis, charges in e, atoms 1 to 6:
1. S 0.8569
2. O -0.3244
3. O -0.4884
4. N -0.1757
5. C -0.3677
6. C -0.0951

=====

<two>
Molecular formula: C7H13NO2S
Method: DFT, ωB97M-V with the def2-TZVPD basis set

Structure (SMILES) ... CC(=O)NC=C(C)C.OC=S
Kohn-Sham gap ... 8.98 eV

Atoms and positions in Å:
S  3.10006  -1.13760  0.10343
O  -0.80613  -2.42469  1.01066
O  0.90002  -1.91901  -1.08519
N  -1.11752  -0.33012  0.21951
C  -2.84308  -1.95316  -0.18271
C  0.06132  0.21316  0.73024
C  -1.49903  -1.61888  0.42175
C  0.01221  2.26910  -0.69105
C  1.79952  1.91926  1.07545
C  0.58007  1.39203  0.38854
C  1.86088  -1.03566  -0.93479
H  0.81234  2.83490  -1.16325
H  0.50224  -0.39934  1.50382
H  2.09551  1.27816  1.90011
H  1.60926  2.92263  1.45594
H  -3.17600  -2.91581  0.19273
H  2.63344  1.98085  0.37600
H  -0.69533  2.98574  -0.27135
H  1.80223  -0.24608  -1.68148
H  0.88725  -2.56894  -0.35455
H  -3.58068  -1.19166  0.05819
H  -2.74089  -2.01593  -1.26507
H  -1.70016  0.26812  -0.34601
H  -0.49754  1.69296  -1.46093

Löwdin population analysis, charges in e, atoms 1 to 6:
1. S 0.6833
2. O 0.0457
3. O -0.0335
4. N 0.0884
5. C 0.0081
6. C -0.1314

=====

Most stable of them? <two>.